Density functional theory data (ωB97M-V with the def2-TZVPD basis set) for a gas-phase ion, C17H22NO3 (charge +1) at a distorted geometry.

The value obtained for the strongest force on any atom is 0.11071 Eh/bohr. As for the SMILES: CC(/C=C/C1CC1)=C\[C@H]1[C@H](O)[C@@](C)(O)c2c(O)ccc[n+]21. Its charge is +1. The calculation puts the LUMO energy at -3.93 eV. The frontier orbital gap is 0.272 Ha.

Last column: Mulliken charge in e.
Element x y z (Å)
C -2.240 0.005 -1.021  -1.74
C -0.829 0.498 -1.150  1.90
C -0.484 1.508 -2.168  -0.53
C -1.397 2.086 -2.969  -0.51
C -1.154 3.215 -4.067  -0.18
C -2.397 4.037 -4.151  -0.54
C -1.906 3.218 -5.363  -0.66
C 0.292 0.140 -0.319  -1.83
C 0.464 -0.429 1.031  0.20
C -0.589 0.163 2.080  -0.55
O -0.205 1.495 2.601  -0.57
C -0.776 -1.034 3.040  1.39
C 0.215 -1.278 4.164  -1.56
O -2.121 -1.046 3.621  -0.70
C -0.672 -2.149 2.168  -0.32
C -1.164 -3.450 2.345  0.86
O -1.845 -3.845 3.486  -0.63
C -0.904 -4.383 1.353  -0.65
C -0.191 -4.095 0.194  -0.82
C 0.383 -2.759 0.071  -0.05
N 0.119 -1.864 1.080  0.21
H -2.886 0.681 -0.364  0.33
H -2.233 -0.950 -0.437  0.24
H -2.729 -0.260 -1.912  0.58
H 0.465 2.024 -2.112  0.22
H -2.320 1.633 -3.138  0.37
H -0.179 3.773 -4.000  0.32
H -3.440 3.716 -3.879  0.26
H -2.200 5.104 -4.353  0.28
H -2.410 2.314 -5.717  0.24
H -1.561 3.886 -6.166  0.26
H 1.157 0.537 -0.755  0.44
H 1.514 -0.201 1.336  0.33
H -1.496 0.205 1.545  0.50
H 0.103 2.080 1.849  0.41
H 0.074 -0.438 4.868  0.38
H 0.032 -2.197 4.740  0.33
H 1.234 -1.308 3.889  0.40
H -2.339 -0.104 3.777  0.43
H -2.080 -2.992 4.008  0.43
H -1.321 -5.355 1.404  0.50
H -0.020 -4.697 -0.613  0.55
H 0.942 -2.396 -0.833  0.47

Forces on the atoms, in the same order (eV/Å):
C 0.13 -0.35 3.40
C 2.90 -0.47 1.87
C -1.16 0.90 -0.05
C 2.58 0.70 -2.86
C 0.57 -1.06 3.03
C -1.27 0.63 -2.14
C 0.03 0.47 -0.12
C -3.38 1.40 -2.55
C -0.67 1.03 0.37
C 2.91 0.80 -0.05
O -0.15 -1.77 -1.12
C -1.01 1.81 2.45
C -0.80 1.21 1.73
O 0.79 0.92 -0.52
C 0.84 -2.74 -2.88
C -0.28 0.27 1.37
O 0.37 2.50 -0.60
C 0.23 -0.02 -1.20
C 1.06 5.18 2.11
C -1.13 -1.08 0.72
N -0.58 -1.84 -0.51
H 0.76 -0.53 -1.23
H 0.08 0.57 -0.36
H -0.55 0.19 -1.38
H 0.35 -0.41 0.09
H -1.77 -0.59 0.19
H -1.15 -0.74 0.01
H 1.55 0.49 0.61
H -0.66 -0.57 0.52
H 0.01 0.42 0.40
H 0.30 -0.77 0.38
H 1.37 0.60 -0.19
H -0.82 -0.66 0.17
H -1.27 0.41 -0.59
H -0.66 -1.19 0.99
H 0.30 -0.35 -0.15
H -0.33 0.20 -0.47
H 1.16 0.14 -0.68
H -0.10 -0.77 0.19
H 0.29 -1.81 -1.08
H -0.43 -0.82 0.48
H 0.18 -1.94 -1.59
H -0.63 -0.35 1.25